Entry 1:
Here is a single C5H6N2 molecule from the OMol25 dataset. Energies are from wB97M-V/def2-TZVPD.

## Properties
Relative energy (zero: lowest compared OMol25 entry of this formula, charge and spin) in kJ/mol: 308.70
E_tot in hartree: -303.5185
Structure (SMILES): N#C[C@H]1C[C@H]2CN21
HOMO in Eh: -0.359

Atoms and positions in Å:
N (-2.946, 0.039, 0.586)
C (-1.825, -0.085, 0.769)
C (-0.404, -0.447, 0.844)
C (0.227, -1.078, -0.423)
C (1.179, 0.086, -0.392)
C (0.444, 1.377, -0.543)
N (0.618, 0.761, 0.808)
H (-0.288, -1.105, 1.723)
H (-0.403, -1.138, -1.316)
H (0.714, -2.033, -0.238)
H (2.266, -0.010, -0.386)
H (-0.765, 1.411, -0.696)
H (1.182, 2.222, -0.735)

Entry 2:
Here is a single C4H7NO molecule from the OMol25 dataset. Energies are from wB97M-V/def2-TZVPD.

## Properties
Relative energy (zero: lowest compared OMol25 entry of this formula, charge and spin) in kJ/mol: 134.71
E_tot in hartree: -286.5803
Structure (SMILES): O[C@H]1CC=NC1
HOMO in Eh: -0.357

Atoms and positions in Å:
O (0.091, -1.980, -0.029)
C (0.503, -0.664, -0.347)
C (-0.617, 0.200, -0.981)
C (-0.864, 1.231, 0.097)
N (-0.214, 1.096, 1.180)
C (0.868, 0.145, 0.924)
H (-0.503, -1.916, 0.730)
H (1.343, -0.786, -1.040)
H (-1.521, -0.408, -1.139)
H (-0.351, 0.639, -1.950)
H (-1.493, 2.110, -0.023)
H (1.077, -0.488, 1.794)
H (1.736, 0.796, 0.753)

Number 1: LUMO level 0.91 eV. Number 2: LUMO level 0.93 eV.